Density functional theory data (ωB97M-V/def2-TZVPD) for C12H5Cl4N5O2Pt as an isolated structure.

Structure (XYZ):
```
29
Properties=species:S:1:pos:R:3:forces:R:3:mulliken_charge:R:1
Pt -0.276455 -0.482244 -0.457683 0.07 0.60 0.81 0.84
Cl 3.689844 -2.941399 4.465213 -0.01 0.00 -0.01 -0.05
C 3.071124 -2.179661 3.107499 0.05 0.01 -0.03 0.50
C 4.003206 -1.312205 2.307540 -0.01 -0.04 0.06 0.63
Cl 5.581605 -1.170849 2.841455 -0.01 0.00 -0.01 -0.04
C 3.601779 -0.655156 1.182206 0.05 0.02 -0.04 -0.17
Cl 4.623440 0.324395 0.241506 -0.03 -0.01 0.01 -0.11
C 2.245775 -0.801346 0.788233 -0.10 -0.26 -0.14 0.59
O 1.740684 -0.269553 -0.214906 0.04 0.32 0.09 -0.70
C 1.298402 -1.680420 1.590418 -0.03 0.11 0.08 0.66
O 0.133899 -1.735378 1.175372 0.03 -0.50 -0.51 -0.84
C 1.770002 -2.358340 2.754505 -0.03 -0.06 0.08 -0.06
Cl 0.679488 -3.338530 3.608870 0.02 0.02 0.01 -0.10
N -4.364266 -0.784779 -0.857180 0.00 -0.06 -0.02 0.16
C -3.250817 -1.446450 -0.560265 -0.06 0.08 0.20 0.06
N -2.246251 -0.593672 -0.698759 0.03 -0.03 -0.01 -0.32
C -2.826852 0.573621 -1.124010 0.08 -0.05 -0.12 0.10
N -4.119778 0.488754 -1.218652 0.00 0.01 -0.09 -0.57
C -1.905144 1.630782 -1.518519 0.02 0.01 0.02 0.69
C -2.225407 2.883340 -2.008862 -0.02 -0.03 0.03 -0.22
N -1.280120 3.737914 -2.383059 -0.01 0.03 -0.02 -0.45
C -0.017944 3.353906 -2.283131 0.02 -0.03 0.02 -0.30
C 0.341460 2.099953 -1.793333 -0.02 0.03 -0.06 -0.05
N -0.611040 1.253394 -1.411689 -0.08 -0.22 -0.41 -0.25
H -5.314871 -1.131583 -0.857173 0.00 0.00 0.01 0.21
H -3.197352 -2.479659 -0.258926 -0.01 0.01 0.04 0.47
H -3.260539 3.190010 -2.098288 0.00 0.01 0.00 0.44
H 0.747192 4.050897 -2.600529 0.00 0.00 0.00 0.39
H 1.368948 1.774256 -1.717866 0.00 0.01 0.02 0.46
```
Forces are in eV/Å.

Computed properties:
energy above the lowest of the compared OMol25 structures with the same formula, charge and spin = 0.0 kcal per mole
LUMO energy = -9.67 eV
net charge = +2
HOMO-LUMO gap = 6.0 eV
multiplicity = 1



Density functional theory data (ωB97M-V/def2-TZVPD) for C12H6Cl5N4RuS2Se3Te as an isolated structure.

Structure (XYZ):
```
34
Properties=species:S:1:pos:R:3:forces:R:3:mulliken_charge:R:1
Ru -0.310190 -0.533053 0.267119 -0.32 0.13 0.44 0.16
Cl 0.306087 1.671602 3.190279 0.08 0.14 -0.04 -0.06
C 1.639277 0.984961 2.321262 -0.09 -0.02 -0.05 1.40
C 1.394198 0.305189 1.134271 0.09 -0.30 -0.18 -2.25
C 2.510439 -0.106630 0.421753 0.13 -0.15 -0.30 2.05
Cl 2.198178 -0.891593 -1.119247 0.13 -0.02 0.13 -0.15
C 3.820744 0.044657 0.851183 -0.13 0.12 0.15 -0.51
Cl 5.134787 -0.539435 -0.072680 0.00 0.01 -0.02 -0.16
C 4.027118 0.686373 2.075045 0.01 -0.02 -0.01 0.71
Cl 5.618515 0.892612 2.668166 0.00 0.01 0.00 -0.15
C 2.936157 1.170760 2.801744 0.06 0.07 0.00 -0.16
Cl 3.199831 2.003198 4.276866 -0.01 0.00 0.01 -0.16
Se -2.587997 0.444433 1.463970 -0.01 -0.10 0.03 0.04
Se -2.811249 -0.367748 3.542717 -0.09 0.03 -0.04 -0.04
Te -0.710595 -1.649289 4.046654 0.05 -0.11 0.07 0.09
Se -0.172332 -2.425869 1.761170 0.02 0.11 -0.16 -0.26
N 0.341941 2.941403 -0.201462 -0.03 -0.01 0.05 -0.24
C -0.554912 2.375198 -1.009972 0.06 -0.16 -0.01 0.42
N -0.780001 1.069262 -1.070030 -0.07 0.19 0.06 0.13
C -1.760934 0.775890 -2.019729 0.07 -0.07 0.04 -0.53
C -2.264188 1.840264 -2.666513 -0.02 0.04 -0.03 -0.22
S -1.512308 3.291373 -2.108093 -0.02 0.05 -0.08 -0.19
C -2.097035 -0.634447 -2.169352 0.09 0.04 0.06 -0.07
C -2.948002 -1.202998 -3.037854 -0.03 -0.03 -0.04 -0.32
S -2.920071 -2.920113 -2.863364 -0.05 0.01 -0.06 -0.19
C -1.739778 -2.770311 -1.616326 0.12 0.03 0.11 0.42
N -1.420890 -1.519515 -1.322263 -0.03 0.02 -0.13 0.25
N -1.202331 -3.849535 -1.041645 0.01 -0.02 -0.03 -0.30
H 0.809524 2.362869 0.480761 0.03 0.02 -0.01 0.00
H 0.415869 3.940049 -0.123458 -0.02 0.00 0.00 0.22
H -3.021347 1.870914 -3.430872 -0.01 -0.01 0.00 0.45
H -3.572168 -0.729976 -3.776170 0.00 0.00 0.00 0.43
H -1.487526 -4.776114 -1.303245 -0.02 0.01 -0.01 0.23
H -0.478812 -3.754395 -0.350693 -0.02 -0.01 0.03 -0.02
```
Forces are in eV/Å.

Computed properties:
energy above the lowest of the compared OMol25 structures with the same formula, charge and spin = 0.0 kcal per mole
LUMO energy (spin up / spin down) = -3.57 / -5.34 eV
net charge = +1
HOMO-LUMO gap (spin up / spin down) = 7.2 / 5.5 eV
multiplicity = 5



Density functional theory data (ωB97M-V/def2-TZVPD) for C12H6Cu3F14N2O20S4 as an isolated structure.

Structure (XYZ):
```
61
Properties=species:S:1:pos:R:3:forces:R:3:mulliken_charge:R:1
Cu 1.841578 -0.272102 -0.478985 -0.44 -0.45 0.17 0.53
Cu -1.899891 -0.645592 -1.695248 1.10 -0.10 0.38 0.69
Cu -0.344015 2.402386 -0.244027 -0.20 -1.72 -0.12 0.78
C -0.621368 -5.506059 -2.554854 1.19 0.25 0.51 0.60
F 0.454738 -6.216592 -3.002264 -1.26 0.61 0.87 -0.20
F -1.259259 -5.071030 -3.623373 -0.43 -0.09 -0.30 -0.22
F -1.436733 -6.308260 -1.830594 0.61 0.35 -0.55 -0.23
S -0.197276 -3.926603 -1.488034 0.02 -0.72 -2.12 0.72
O -1.369463 -3.128654 -1.719762 -0.35 0.42 0.05 -0.65
O 0.075682 -4.421083 -0.158589 -0.13 0.72 -1.03 -0.54
N 1.065165 -3.241860 -2.470431 -4.50 -1.38 0.29 -0.32
S 2.261153 -3.606978 -1.624900 5.04 -3.32 1.02 0.79
O 2.326264 -2.631682 -0.540021 1.31 -0.56 0.50 -0.41
O 2.472663 -5.108287 -1.419899 -0.25 4.21 0.25 -0.65
C 3.801612 -3.289642 -2.798167 -2.28 -1.57 1.27 0.52
F 4.935984 -3.511969 -2.034194 -1.38 0.81 -1.78 -0.21
F 3.678304 -4.217948 -3.780768 0.98 0.65 0.73 -0.22
F 3.699372 -2.103959 -3.362495 1.17 0.18 0.31 -0.17
C -4.326898 3.367596 -1.085876 1.16 0.18 -0.53 0.70
F -3.904571 4.566122 -0.654992 -0.85 -0.86 -0.66 -0.19
F -4.460856 2.580206 -0.027816 0.26 -0.22 -0.39 -0.20
F -5.500316 3.408805 -1.714243 0.54 0.42 0.12 -0.21
S -2.933190 2.694221 -2.409154 0.80 -3.07 0.52 0.39
O -2.785189 1.210453 -2.203013 -1.06 3.59 -0.09 -0.34
O -3.254429 3.084054 -3.787173 0.21 -0.19 2.94 -0.50
N -1.483940 3.445671 -1.665143 -3.25 -2.51 -0.65 0.30
S -1.165070 4.505820 -2.737842 1.98 5.45 -2.66 0.79
O -0.614002 4.036438 -4.015330 -0.70 0.44 1.98 -0.61
O -2.164955 5.607136 -2.772734 1.54 -2.07 -0.15 -0.63
C 0.344702 5.421802 -1.863390 -2.17 0.48 -1.57 0.57
F 1.147646 4.558193 -1.283078 0.40 -0.14 1.06 -0.22
F 1.029525 6.116287 -2.749480 0.72 -0.36 -1.14 -0.23
F -0.138438 6.392536 -1.075877 0.00 -0.94 1.26 -0.24
C 0.662276 0.634053 -2.820248 -2.67 -1.14 6.36 0.85
O -0.325059 -0.045664 -3.170056 -4.41 0.30 -4.14 -0.56
O 0.660267 1.372175 -1.817175 -0.14 5.93 0.30 -0.37
O 1.425500 -0.292305 -2.608039 7.59 -5.02 -2.00 -0.56
C -0.602438 -0.117041 0.763467 -1.00 -1.98 5.79 -0.07
O 0.386839 0.585353 0.897516 8.54 7.39 3.53 -0.49
O -0.348666 -0.993773 -0.043714 0.97 -9.61 -5.92 0.26
O -1.411610 0.531101 0.120576 -8.92 5.29 -4.02 -0.03
C -2.062237 2.030897 4.604609 -2.54 -0.19 -0.03 -0.46
C -3.363984 2.752730 4.376709 0.43 -0.23 0.89 0.21
O -3.067463 3.523936 3.226620 -1.38 1.54 -0.88 -0.32
C -2.264449 2.807006 2.437025 1.78 1.11 -2.32 0.49
O -1.928241 3.100327 1.239081 -1.51 -1.46 5.75 -0.55
O -1.844146 1.817528 3.252604 3.30 -1.90 -3.31 -0.18
F -3.584555 3.502232 5.447800 -0.83 1.60 0.75 -0.30
H -2.279989 1.095295 5.119702 0.54 -0.10 -0.21 0.30
H -1.374909 2.663670 5.166107 0.38 -0.03 -0.48 0.30
H -4.250065 2.143966 4.196790 0.08 -0.13 -0.17 0.29
C 3.099877 -3.480486 3.790540 -1.92 0.32 0.98 -0.31
C 4.404753 -2.813519 3.930615 -0.17 0.54 0.98 0.29
O 4.308541 -1.579912 3.182638 4.64 -0.48 3.81 -0.30
C 3.226325 -1.514956 2.564644 -4.59 1.25 -4.96 0.58
O 2.960907 -0.653039 1.703125 0.46 -2.56 2.81 -0.45
O 2.442926 -2.583642 2.894796 -1.39 -0.18 -0.40 -0.31
F 5.184908 -3.607119 3.283982 3.88 -2.14 -2.81 -0.27
H 2.588891 -3.743364 4.716765 -0.71 1.59 0.44 0.26
H 3.169722 -4.534044 3.519905 0.53 0.35 -1.65 0.26
H 4.911552 -2.790833 4.895364 -0.72 1.43 0.41 0.28
```
Forces are in eV/Å.

Computed properties:
LUMO energy (spin up / spin down) = 1.85 / 0.08 eV
net charge = -1
HOMO-LUMO gap (spin up / spin down) = 5.7 / 6.0 eV
multiplicity = 5



Density functional theory data (ωB97M-V/def2-TZVPD) for C12H7Br2N11Ni as an isolated structure.

Structure (XYZ):
```
33
Properties=species:S:1:pos:R:3:forces:R:3:mulliken_charge:R:1
Ni 0.913008 0.133511 -0.050942 0.37 0.05 -0.02 0.00
Br -4.471646 0.274003 4.055376 0.17 0.00 -0.12 -0.15
C -2.938944 0.250257 2.953124 -0.10 0.02 0.15 -0.28
C -1.699587 0.573394 3.465830 -0.07 -0.04 -0.11 -0.60
C -0.612420 0.537335 2.605203 -0.08 0.04 0.22 -0.48
N -0.721578 0.205896 1.317513 0.13 -0.01 -0.11 -0.26
C -1.931179 -0.107406 0.825629 0.00 0.06 0.25 0.67
C -3.065668 -0.095771 1.617102 -0.05 -0.03 -0.07 -0.25
C -1.959183 -0.461661 -0.608860 -0.02 -0.06 -0.25 0.67
C -3.122235 -0.809319 -1.272224 -0.04 0.01 0.07 -0.25
C -3.048002 -1.125973 -2.619511 -0.11 -0.05 -0.13 -0.27
Br -4.620504 -1.603877 -3.548627 0.17 0.05 0.10 -0.15
C -1.831383 -1.089829 -3.268846 -0.06 0.02 0.11 -0.60
C -0.712838 -0.731179 -2.531260 -0.09 -0.06 -0.20 -0.48
N -0.771445 -0.424265 -1.234137 0.13 0.04 0.09 -0.26
H -1.562171 0.847730 4.500818 0.00 0.00 0.00 0.49
H 0.389273 0.781316 2.949102 -0.03 -0.02 -0.04 0.87
H -4.036500 -0.347940 1.219419 0.02 0.00 -0.01 0.46
H -4.075404 -0.838589 -0.767405 0.02 0.00 0.00 0.47
H -1.734599 -1.329902 -4.316875 0.00 0.00 0.00 0.49
H 0.273294 -0.684360 -2.985740 -0.03 0.01 0.04 0.87
N 4.312865 0.630845 -0.240396 -0.02 0.00 0.00 -0.08
C 3.655380 0.250385 -1.369506 -0.34 -0.21 -0.65 0.64
N 4.248008 0.059977 -2.538828 0.38 0.15 0.35 -0.48
N 3.272818 -0.299068 -3.371848 -0.38 -0.04 0.07 -0.91
N 2.142668 -0.330322 -2.759110 0.27 -0.03 -0.30 -0.14
N 2.333852 0.016098 -1.463886 -0.11 0.13 0.63 0.34
C 3.700966 0.825614 0.959427 -0.31 0.12 0.69 0.64
N 4.337989 1.195909 2.060258 0.37 -0.04 -0.39 -0.48
N 3.397449 1.274709 2.999978 -0.38 -0.07 -0.03 -0.91
N 2.245831 0.972159 2.514303 0.28 0.11 0.27 -0.14
N 2.385996 0.674209 1.200629 -0.13 -0.17 -0.61 0.33
H 5.305889 0.776113 -0.295711 0.04 0.01 0.00 0.21
```
Forces are in eV/Å.

Computed properties:
LUMO energy (spin up / spin down) = -1.65 / -2.01 eV
HOMO-LUMO gap (spin up / spin down) = 6.5 / 6.2 eV
multiplicity = 3



Density functional theory data (ωB97M-V/def2-TZVPD) for an isolated molecule of C12H7Cl3F6O3.

Structure (XYZ):
```
31
Properties=species:S:1:pos:R:3:forces:R:3:mulliken_charge:R:1
O 1.774272 -2.667521 0.414656 0.75 1.91 -0.94 -0.51
F -3.391572 -0.403560 -4.179879 0.77 -0.49 1.76 -0.28
F -2.761589 -2.281764 -3.244997 0.52 0.84 0.06 -0.25
F -1.507220 -0.442397 -2.979481 -1.60 -0.83 -0.37 -0.21
F 1.846387 1.642416 4.550654 0.05 0.49 -0.98 -0.27
F 0.318822 2.290059 3.118018 0.96 0.09 0.23 -0.25
F 2.283681 3.289904 3.135143 -0.58 -1.01 0.22 -0.26
Cl 4.289565 -0.739419 0.326896 0.39 -0.08 0.13 -0.13
Cl 3.501832 -2.388837 -1.940254 -0.06 0.30 0.18 -0.11
Cl 2.841302 0.454622 -1.873329 -0.25 -1.10 0.58 -0.13
O -3.019250 -1.123637 -0.548346 0.16 -0.15 -1.08 -0.50
O 1.839485 1.245989 0.882039 0.51 -0.08 1.58 -0.44
C 1.807412 -1.527785 -0.044972 -0.91 -2.52 0.72 -0.48
C -1.728926 0.804641 0.158529 0.45 -0.66 -0.28 -0.52
C -0.513449 1.383102 0.472768 0.50 0.07 0.01 -0.48
C -0.619506 -1.270626 -0.221788 -0.62 -1.09 -0.21 -0.28
C -1.805615 -0.549197 -0.196662 0.53 0.99 0.17 -0.03
C 0.665255 0.642608 0.502412 -1.09 -0.25 -0.52 0.03
C 0.607438 -0.696985 0.086560 -0.01 1.48 0.42 1.24
C 3.030322 -1.057867 -0.860955 0.49 0.45 -0.69 0.60
C -2.792449 -0.944193 -3.044082 0.51 0.12 -1.00 0.90
C 1.657395 2.091188 3.277495 -0.31 -0.24 -0.45 0.79
C -3.590238 -0.643488 -1.786497 -0.16 1.12 0.83 -0.70
C 2.184201 1.018375 2.279819 -0.45 -0.59 0.19 -0.61
H -2.586397 1.433602 0.162506 -0.71 0.26 -0.05 0.50
H -0.433578 2.447334 0.649101 -0.15 -0.04 0.27 0.51
H -0.645439 -2.333613 -0.497904 0.02 0.53 0.03 0.46
H -4.557230 -1.128893 -1.922433 0.12 -0.05 0.23 0.34
H -3.763236 0.455356 -1.699805 0.20 -0.70 -0.31 0.33
H 3.273624 0.981779 2.395971 -0.25 0.20 -0.33 0.37
H 1.794700 0.018806 2.628815 0.21 1.01 -0.35 0.37
```
Forces are in eV/Å.

Computed properties:
LUMO energy = -0.58 eV
HOMO-LUMO gap = 9.0 eV
multiplicity = 1



Density functional theory data (ωB97M-V/def2-TZVPD) for C12H7MnN2O5S as an isolated structure.

Structure (XYZ):
```
28
Properties=species:S:1:pos:R:3:forces:R:3:mulliken_charge:R:1
Mn -0.438018 -0.247002 0.240810 0.42 0.02 -1.35 0.22
O 2.339349 0.545778 -4.913236 0.06 0.15 -0.97 -0.48
C 1.607141 0.400216 -3.818050 0.04 0.38 0.55 1.05
C 0.235494 0.747455 -3.704060 0.53 -0.37 -0.15 -0.71
C -0.335772 0.496858 -2.480928 -0.23 0.12 0.09 0.28
N 0.438754 0.090569 -1.505210 0.10 -0.75 2.05 -0.23
C 1.739748 -0.223586 -1.547280 -0.26 -0.05 -0.62 0.45
C 2.392689 -0.094824 -2.768000 -1.18 -0.41 1.57 -0.58
C 2.205904 -0.795327 -0.188316 1.47 0.02 -0.45 0.48
O 3.382307 -0.886495 0.081629 -0.45 0.03 -0.40 -0.59
O 1.230763 -1.165948 0.588313 -0.86 0.47 -0.13 -0.73
C -1.824542 0.535361 -2.045567 0.02 -0.25 -0.34 0.53
O -2.629538 1.036613 -2.786649 -0.14 0.12 -0.08 -0.59
O -2.061057 -0.075686 -0.910973 0.92 0.26 -0.05 -0.70
H 1.827653 0.969471 -5.597244 -0.24 0.20 -0.59 0.31
H -0.394298 1.122396 -4.503390 0.28 -0.07 -0.14 0.46
H 3.402146 -0.438353 -2.925981 0.10 0.24 -0.01 0.53
S -0.685843 1.970354 1.309477 -0.11 -0.18 -0.01 -0.35
C -1.128930 0.768481 2.467668 -0.50 0.69 -0.61 0.73
C -1.601645 1.024298 3.762348 -0.66 0.27 0.98 -0.68
C -1.558390 -0.025953 4.642983 -0.45 0.56 0.27 0.02
C -1.106316 -1.280413 4.235783 -0.07 -1.30 1.91 -0.54
C -0.855063 -1.536443 2.952072 0.44 1.68 -1.40 -0.30
N -0.978667 -0.489990 2.040847 0.45 -1.58 1.59 -0.06
H -2.042650 2.010115 4.023029 0.80 -0.76 -0.20 0.34
H -1.850478 0.055545 5.684079 -0.08 0.37 -0.11 0.37
H -0.976621 -2.085270 4.987718 -0.06 0.66 -0.62 0.33
H -0.334119 -2.428224 2.678128 -0.33 -0.50 -0.77 0.43
```
Forces are in eV/Å.

Computed properties:
energy above the lowest of the compared OMol25 structures with the same formula, charge and spin = 0.0 kcal per mole
LUMO energy (spin up / spin down) = -1.18 / -0.79 eV
HOMO-LUMO gap (spin up / spin down) = 7.4 / 7.8 eV
multiplicity = 5



no.,molecular weight (g mol⁻¹)
1,588.10
2,913.16
3,1083.05
4,523.77
5,419.53
6,346.20